Entry 1:
{"formula": "C9H12NO2", "method": "wB97M-V/def2-TZVPD", "species": ["C", "C", "C", "C", "C", "C", "C", "C", "O", "N", "C", "O", "H", "H", "H", "H", "H", "H", "H", "H", "H", "H", "H", "H"], "positions_angstrom": [[1.772, 0.679, 1.230], [1.179, -0.180, 0.077], [1.659, 0.383, -1.284], [1.584, -1.712, 0.080], [-0.346, 0.020, 0.135], [-0.907, 1.292, 0.032], [-2.287, 1.524, 0.029], [-3.178, 0.465, 0.023], [-4.427, 0.489, 0.035], [-2.560, -0.806, -0.022], [-1.273, -1.138, 0.047], [-1.103, -2.348, 0.004], [2.698, 0.331, 1.545], [2.094, 1.727, 0.984], [1.136, 0.655, 2.039], [2.600, 0.132, -1.579], [1.409, 1.378, -1.265], [1.113, -0.163, -2.142], [2.714, -1.740, 0.235], [1.302, -2.115, -1.025], [0.879, -2.159, 0.796], [-0.159, 2.240, 0.112], [-2.585, 2.491, 0.067], [-3.312, -1.445, -0.154]], "atomic_forces_ev_per_a": [[0.99, 0.65, -2.37], [-0.10, 0.00, -0.94], [-3.31, -2.92, -0.46], [-0.29, 1.24, -1.74], [-0.12, -1.07, -0.71], [1.32, 0.77, 1.03], [2.24, -0.99, -0.15], [-0.34, -0.85, -0.08], [0.16, 0.04, -0.04], [-2.99, 3.35, 0.01], [0.71, 1.36, -0.09], [1.73, -2.02, 0.05], [1.91, -1.32, 0.68], [-1.10, -0.61, -0.19], [-1.47, 0.24, 1.86], [3.39, -0.11, -0.05], [-0.15, 2.55, -0.63], [0.04, 1.02, 1.33], [-1.52, -0.44, 0.08], [0.76, 0.67, 2.80], [1.11, -0.64, -0.17], [-1.89, -2.28, -0.35], [-1.29, 2.64, 0.04], [0.19, -1.28, 0.08]], "e_homo_ev": -3.0, "e_tot_ev": -15113.202, "max_force_ev_per_a": 4.5, "lumo_ev": 3.42, "de_lowest_kj_mol": 0.00, "total_charge": -1, "homo_lumo_gap_ev": 6.45}

=====

Entry 2:
{"formula": "C9H12NOPS", "method": "wB97M-V/def2-TZVPD", "species": ["S", "P", "C", "C", "C", "C", "C", "C", "N", "C", "C", "C", "O", "H", "H", "H", "H", "H", "H", "H", "H", "H", "H", "H", "H"], "positions_angstrom": [[0.070, 1.004, -2.856], [0.230, 0.463, -0.974], [-0.233, -1.243, -0.531], [-1.441, -1.718, -1.003], [-1.899, -2.998, -0.594], [-1.192, -3.705, 0.386], [-0.120, -3.056, 1.028], [0.404, -1.883, 0.556], [1.720, 0.856, -0.255], [1.751, 2.281, 0.161], [0.630, 2.781, 1.006], [-0.682, 2.594, 0.281], [-0.909, 1.103, -0.002], [-2.001, -1.272, -1.805], [-2.602, -3.517, -1.174], [-1.767, -4.509, 0.871], [0.510, -3.597, 1.656], [1.361, -1.518, 0.749], [2.376, 0.633, -1.111], [1.781, 2.922, -0.690], [2.628, 2.533, 0.752], [0.658, 2.197, 1.893], [0.852, 3.843, 1.268], [-1.529, 2.640, 1.027], [-0.597, 3.168, -0.640]], "atomic_forces_ev_per_a": [[0.22, -0.33, 0.85], [-1.47, -0.28, -0.32], [-0.10, 0.74, 0.91], [-0.19, -1.95, -0.45], [2.40, 0.85, 0.45], [-1.66, 1.64, 1.03], [-0.09, -0.68, -1.36], [-1.38, 0.06, -2.48], [0.41, -0.72, -1.83], [1.39, 0.41, -0.23], [-0.38, -0.26, -0.13], [-1.02, -2.01, 1.89], [1.79, 1.95, -0.41], [0.13, 0.56, -0.17], [-1.44, -0.27, -0.38], [1.06, -0.29, -0.50], [0.52, -0.89, 1.58], [1.33, 0.44, 1.17], [-1.09, 1.02, 2.37], [0.22, 0.46, -1.07], [0.57, -0.63, -0.22], [-0.35, -0.35, 1.15], [-0.41, -0.71, -0.30], [0.63, 1.25, -1.43], [-1.09, -0.01, -0.11]], "e_homo_ev": -8.7, "e_tot_ev": -33189.485, "max_force_ev_per_a": 2.9, "lumo_ev": 0.66, "de_lowest_kj_mol": 29.72, "homo_lumo_gap_ev": 9.31}